No. 1
C9H14Si in the gas phase in a non-equilibrium geometry, computed with ωB97M-V/def2-TZVPD.

XYZ file:
```
24
Properties=species:S:1:pos:R:3
C -2.706 0.558 -0.293
C -1.805 -0.162 -1.426
C 2.421 1.532 0.638
C 2.046 -2.967 0.403
C -1.813 1.582 0.313
C -0.629 -1.136 -1.024
C 1.502 1.235 -0.310
C 2.275 -1.723 0.084
C -1.180 1.355 1.461
Si 0.942 -0.553 -0.461
H -3.615 0.813 -0.990
H -3.152 -0.196 0.366
H -2.405 -0.751 -2.032
H -1.274 0.557 -2.052
H 2.541 2.666 0.816
H 2.997 0.770 1.190
H 2.788 -3.703 0.941
H 1.121 -3.553 0.106
H -1.755 2.550 -0.159
H -0.856 -2.154 -0.710
H 1.222 2.051 -0.928
H 3.200 -1.331 0.430
H -1.199 0.333 1.876
H -0.667 2.228 1.759
```

Computed properties:
**Strongest force on any atom**: 4.5 eV Å⁻¹
**SMILES**: C=CCCC=[Si](C=C)C=C
**Total charge**: 0
**Energy relative to the best compared isomer or geometry (same formula, charge and spin)**: 124.6 kcal per mole
**Electronic energy**: -17432.6935 eV
**Lowest unoccupied orbital energy**: 0.35 eV
**Kohn-Sham gap**: 7.79 eV


No. 2
A molecular structure, C9H15AsN4PS4W in a non-equilibrium geometry, computed with ωB97M-V/def2-TZVPD.

XYZ file:
```
35
Properties=species:S:1:pos:R:3
W -1.121 0.734 -0.967
N 3.037 1.109 0.076
C 3.354 0.959 -1.228
C 2.144 0.673 -1.824
N 1.128 0.683 -0.947
C 1.717 0.974 0.251
C 0.860 1.141 1.393
N -0.487 0.971 1.225
C -1.064 1.157 2.454
C -0.062 1.478 3.354
N 1.083 1.473 2.654
H 3.709 1.393 0.798
H 4.342 1.055 -1.604
H 1.906 0.384 -2.825
H -2.111 0.998 2.593
H -0.112 1.712 4.419
H 2.002 1.466 3.137
S -3.049 2.130 -0.239
As -2.667 3.110 -2.135
S -2.511 -0.233 -2.299
S -0.457 2.512 -2.339
S -3.441 4.628 -3.122
C -0.253 -2.586 -1.880
P -0.610 -1.705 -0.365
C -2.204 -2.133 0.264
C 0.596 -2.154 0.945
H 0.122 -3.535 -1.536
H 0.529 -2.083 -2.460
H -1.149 -2.744 -2.432
H -2.110 -3.085 0.785
H -2.931 -2.228 -0.538
H -2.578 -1.404 0.974
H 0.476 -3.237 0.939
H 0.294 -1.658 1.863
H 1.616 -1.956 0.618
```

Computed properties:
**Strongest force on any atom**: 2.7 eV Å⁻¹
**Total charge**: +3
**Electronic energy**: -130804.7900 eV
**Lowest unoccupied orbital energy (alpha / beta)**: -12.23 / -12.23 eV
**Kohn-Sham gap (alpha / beta)**: 6.15 / 6.15 eV


No. 3
2 unconnected molecules or ions with the total composition C9H15BO in a non-equilibrium geometry, computed with ωB97M-V/def2-TZVPD.

XYZ file:
```
26
Properties=species:S:1:pos:R:3
C -0.321 -2.589 2.656
O 0.265 -1.694 1.690
C -0.548 -1.092 0.837
C 0.098 -0.463 -0.305
C -0.653 -0.199 -1.470
C -0.105 0.563 -2.488
C 1.202 1.056 -2.402
C 1.750 1.919 -3.500
C 1.985 0.694 -1.294
C 1.464 -0.074 -0.264
H 0.464 -2.782 3.389
H -1.200 -2.141 3.145
H -0.605 -3.537 2.171
H -1.563 -1.492 0.702
H -1.678 -0.564 -1.507
H -0.697 0.813 -3.367
H 2.782 2.207 -3.292
H 1.721 1.395 -4.464
H 1.147 2.829 -3.610
H 3.010 1.041 -1.245
H 2.056 -0.333 0.608
H -1.491 0.074 1.993
B -2.119 0.887 2.804
H -3.193 0.388 3.203
H -1.402 1.136 3.796
H -2.371 1.959 2.216
```

Computed properties:
**Strongest force on any atom**: 1.8 eV Å⁻¹
**Total charge**: 0
**Energy relative to the best compared isomer or geometry (same formula, charge and spin)**: 44.9 kcal per mole
**Electronic energy**: -12296.1720 eV
**Lowest unoccupied orbital energy**: -1.41 eV
**Kohn-Sham gap**: 7.51 eV


No. 4
6 unconnected molecules or ions with the total composition C9H15Br6Cl9 in a non-equilibrium geometry, computed with ωB97M-V/def2-TZVPD.

XYZ file:
```
39
Properties=species:S:1:pos:R:3
Br -0.543 -15.301 20.210
C -2.072 -16.156 19.344
C -2.423 -15.455 18.093
Br -3.941 -16.263 17.104
H -2.916 -15.977 20.011
H -2.025 -17.231 19.169
H -1.623 -15.418 17.353
H -2.643 -14.427 18.379
Br -8.899 -6.257 14.728
C -9.448 -7.883 15.731
C -9.016 -9.022 14.810
Br -9.966 -10.593 15.491
H -10.530 -7.915 15.858
H -8.923 -7.853 16.686
H -7.947 -9.188 14.945
H -9.232 -8.825 13.760
Br -8.969 -11.332 22.609
C -10.556 -10.188 22.730
C -11.524 -10.956 23.590
Br -10.914 -11.052 25.478
H -11.099 -9.973 21.809
H -10.356 -9.293 23.319
H -11.692 -11.968 23.221
H -12.445 -10.390 23.444
C -3.546 -6.257 19.664
Cl -3.840 -4.745 18.727
Cl -3.533 -7.705 18.644
Cl -4.708 -6.303 21.020
H -2.546 -6.173 20.091
C 3.323 -7.806 15.160
Cl 2.642 -6.575 16.233
Cl 4.843 -8.450 15.738
Cl 3.599 -7.065 13.561
H 2.534 -8.549 15.037
C -2.865 -0.372 23.712
Cl -2.901 0.855 22.460
Cl -1.701 -1.743 23.365
Cl -4.514 -0.935 24.061
H -2.506 0.134 24.609
```

Computed properties:
**Strongest force on any atom**: 1.7 eV Å⁻¹
**SMILES**: ClC(Cl)Cl.ClC(Cl)Cl.ClC(Cl)Cl.BrCCBr.BrCCBr.BrCCBr
**Total charge**: 0
**Energy relative to the best compared isomer or geometry (same formula, charge and spin)**: 36.6 kcal per mole
**Electronic energy**: -542532.0115 eV
**Lowest unoccupied orbital energy**: 0.18 eV
**Kohn-Sham gap**: 10.29 eV


- Among the records above, which one has the highest total charge?
  C9H15AsN4PS4W